# 1
{
  "formula": "C43H51FN6O4OsPS",
  "method": "the ωB97M-V functional and the def2-TZVPD basis",
  "elements": ["Os", "F", "C", "C", "C", "C", "O", "C", "C", "N", "C", "C", "C", "C", "C", "C", "N", "C", "C", "N", "C", "C", "C", "O", "O", "H", "H", "H", "H", "H", "H", "H", "H", "H", "H", "H", "H", "H", "H", "H", "H", "H", "H", "C", "C", "C", "C", "P", "C", "C", "C", "C", "C", "C", "C", "C", "C", "C", "H", "H", "H", "H", "H", "H", "H", "H", "H", "H", "H", "H", "H", "H", "H", "H", "H", "H", "H", "H", "H", "H", "H", "C", "C", "C", "C", "C", "C", "C", "S", "C", "O", "H", "H", "H", "H", "H", "H", "H", "H", "H", "H", "N", "C", "C", "C", "N", "C", "N"],
  "positions_angstrom": [[0.136, 0.997, -0.243], [-0.220, 5.004, 5.275], [-0.620, 3.728, 5.163], [-0.412, 3.068, 3.998], [-0.886, 1.751, 3.847], [-0.745, 1.045, 2.612], [-0.064, 1.592, 1.638], [-1.361, -0.184, 2.496], [-1.928, -0.770, 3.612], [-2.011, -0.163, 4.789], [-2.446, -0.903, 5.976], [-3.436, -2.013, 5.867], [-3.836, -0.721, 6.513], [-1.558, 1.149, 4.921], [-1.759, 1.855, 6.115], [-1.299, 3.149, 6.264], [-1.522, 3.888, 7.422], [-2.663, 3.674, 8.289], [-3.279, 5.021, 8.644], [-2.233, 5.891, 9.303], [-1.013, 6.058, 8.424], [-0.482, 4.681, 8.065], [-1.386, -0.933, 1.214], [-1.495, -2.127, 1.213], [-1.394, -0.193, 0.086], [0.087, 3.565, 3.175], [-2.299, -1.783, 3.546], [-1.638, -1.021, 6.684], [-3.259, -2.877, 6.492], [-3.885, -2.249, 4.911], [-3.967, -0.685, 7.587], [-4.509, -0.085, 5.951], [-2.276, 1.373, 6.933], [-2.368, 3.153, 9.211], [-3.423, 3.076, 7.792], [-4.121, 4.912, 9.324], [-3.607, 5.539, 7.746], [-1.949, 5.462, 10.186], [-2.629, 6.803, 9.533], [-0.271, 6.641, 8.965], [-1.320, 6.599, 7.532], [-0.151, 4.172, 8.981], [0.387, 4.791, 7.428], [-2.269, 4.595, -2.699], [-1.553, 3.245, -2.564], [-0.592, 3.053, -3.743], [-2.596, 2.114, -2.556], [-0.636, 3.165, -0.919], [-1.893, 3.723, 0.279], [-2.827, 2.786, 0.728], [-3.818, 3.153, 1.627], [-3.885, 4.460, 2.095], [-2.970, 5.401, 1.643], [-1.983, 5.037, 0.737], [0.904, 4.187, -0.824], [0.796, 5.538, -1.538], [1.277, 4.379, 0.657], [2.003, 3.323, -1.467], [-2.919, 4.544, -3.576], [-1.574, 5.420, -2.857], [-2.898, 4.820, -1.840], [-1.178, 3.047, -4.665], [-0.062, 2.106, -3.698], [0.132, 3.864, -3.830], [-2.990, 2.010, -3.570], [-3.438, 2.345, -1.904], [-2.184, 1.148, -2.267], [-2.792, 1.761, 0.373], [-4.547, 2.418, 1.950], [-4.670, 4.752, 2.783], [-3.028, 6.429, 1.980], [-1.312, 5.801, 0.371], [-0.085, 6.109, -1.252], [0.788, 5.424, -2.622], [1.676, 6.132, -1.277], [0.623, 5.088, 1.163], [2.295, 4.775, 0.704], [1.260, 3.438, 1.209], [1.798, 3.082, -2.511], [2.150, 2.376, -0.910], [2.953, 3.861, -1.429], [6.726, -1.058, -3.020], [5.478, -1.325, -2.215], [4.827, -2.553, -2.282], [3.670, -2.801, -1.556], [3.139, -1.788, -0.773], [3.779, -0.559, -0.669], [4.938, -0.336, -1.396], [1.697, -2.081, 0.224], [0.620, -2.742, -1.033], [1.237, -0.647, 0.596], [6.500, -0.384, -3.849], [7.140, -1.972, -3.440], [7.487, -0.565, -2.416], [5.239, -3.340, -2.901], [3.198, -3.775, -1.620], [3.373, 0.210, -0.023], [5.449, 0.617, -1.307], [0.676, -2.150, -1.940], [-0.381, -2.754, -0.613], [0.944, -3.767, -1.229], [0.739, 0.492, -1.926], [1.321, 0.047, -2.874], [1.988, -0.423, -3.918], [2.901, 0.434, -4.624], [3.640, 1.114, -5.185], [1.823, -1.803, -4.286], [1.703, -2.914, -4.559]],
  "forces_ev_per_angstrom": [[0.7, 0.2, 0.1], [0.0, 0.0, 0.0], [0.0, 0.1, 0.1], [0.1, 0.0, -0.2], [0.1, 0.1, 0.0], [0.4, 0.4, -0.2], [-0.2, 0.2, 0.2], [-0.1, -0.1, -0.3], [0.0, -0.2, 0.1], [0.0, 0.0, 0.0], [-0.1, 0.1, 0.0], [-0.1, -0.1, -0.1], [-0.1, 0.1, 0.0], [-0.1, 0.0, 0.0], [0.0, -0.2, 0.1], [0.0, 0.0, 0.3], [0.0, 0.2, -0.2], [0.2, 0.0, 0.0], [0.0, -0.1, 0.0], [0.0, -0.1, -0.3], [0.1, -0.1, 0.0], [-0.2, -0.1, 0.0], [0.1, -0.2, 0.0], [-0.3, -0.1, -0.2], [0.2, 0.4, -0.2], [-0.1, 0.0, 0.1], [0.0, 0.0, 0.0], [0.1, 0.0, 0.0], [0.0, 0.0, 0.0], [0.0, 0.1, 0.0], [0.0, 0.0, 0.0], [0.1, 0.0, 0.0], [0.1, 0.0, 0.0], [-0.1, -0.1, 0.0], [0.0, 0.0, 0.0], [0.1, 0.0, 0.1], [0.0, 0.1, 0.0], [0.0, 0.0, 0.1], [0.0, 0.1, 0.0], [-0.1, 0.0, 0.1], [-0.1, 0.0, 0.0], [0.0, 0.0, 0.0], [0.0, 0.0, 0.0], [0.0, 0.0, -0.1], [0.3, 0.0, 0.1], [-0.1, 0.1, 0.0], [0.0, 0.1, -0.1], [-1.2, -0.4, -0.1], [0.2, 0.0, 0.2], [0.0, -0.1, 0.0], [0.0, 0.0, 0.0], [0.0, 0.0, 0.0], [0.0, 0.0, 0.0], [0.0, 0.0, 0.0], [0.0, 0.0, 0.1], [0.2, 0.0, 0.0], [0.1, 0.1, 0.0], [-0.1, 0.1, 0.0], [0.0, 0.0, 0.0], [0.0, 0.0, 0.0], [0.0, 0.0, 0.0], [0.0, 0.0, 0.0], [0.0, -0.1, 0.0], [0.0, -0.1, 0.0], [0.0, 0.0, 0.0], [0.0, 0.0, 0.0], [0.0, -0.1, 0.0], [0.0, 0.1, 0.0], [0.0, 0.0, 0.0], [0.0, 0.0, 0.0], [0.0, 0.0, 0.0], [0.0, 0.0, 0.0], [0.0, 0.0, 0.0], [0.0, 0.0, 0.1], [0.0, 0.0, 0.0], [0.0, 0.0, 0.0], [0.0, 0.0, 0.0], [0.0, 0.0, 0.0], [0.0, -0.1, 0.1], [0.1, 0.0, 0.0], [0.0, -0.1, 0.1], [-0.2, 0.1, 0.1], [0.2, 0.1, -0.2], [0.0, -0.2, 0.0], [0.0, -0.1, -0.1], [0.2, 0.1, 0.1], [0.0, 0.1, -0.1], [0.0, 0.1, 0.1], [0.2, 0.2, 0.0], [-0.2, 0.0, 0.0], [-0.4, -0.3, 0.1], [0.0, 0.0, 0.0], [0.0, 0.0, 0.1], [0.0, -0.1, 0.0], [0.0, 0.0, 0.0], [0.1, 0.1, 0.0], [0.1, 0.0, 0.0], [-0.1, 0.0, 0.0], [-0.1, -0.1, 0.0], [-0.1, -0.1, 0.0], [0.0, 0.1, 0.0], [-0.1, -0.5, -0.3], [-0.2, 0.4, 0.6], [0.3, -0.2, -0.4], [-0.2, -0.2, -0.1], [-0.1, 0.0, 0.1], [0.2, 0.1, 0.0], [-0.1, 0.2, 0.1]],
  "lowdin_charge": [1.4912, 0.0950, -0.1764, 0.1094, -0.0379, -0.2348, -0.2229, -0.0238, 0.0995, 0.0553, -0.2372, -0.0624, -0.0742, -0.0854, 0.0856, -0.1200, -0.0835, -0.1265, -0.0686, 0.0768, -0.0684, -0.1160, -0.5362, 0.1363, -0.1964, 0.1275, 0.1589, 0.1649, 0.1249, 0.1149, 0.1154, 0.1198, 0.1167, 0.1449, 0.1365, 0.1458, 0.1452, 0.1871, 0.1910, 0.1472, 0.1430, 0.1452, 0.1367, -0.0572, -0.6441, -0.0691, -0.0764, 1.0582, -0.3406, -0.1089, -0.0548, -0.0597, -0.0530, -0.0843, -0.6663, -0.0517, -0.0792, -0.0862, 0.1077, 0.0786, 0.0801, 0.1073, 0.0511, 0.0742, 0.1044, 0.0843, 0.0594, 0.0888, 0.1155, 0.1127, 0.1169, 0.0972, 0.0725, 0.0807, 0.1071, 0.0766, 0.1058, 0.0527, 0.0702, 0.0506, 0.1134, -0.0210, -0.2449, -0.0093, -0.0702, -0.4102, -0.0912, -0.0216, 1.0924, -0.1978, -0.6606, 0.0888, 0.0876, 0.0917, 0.1313, 0.1193, 0.0936, 0.1266, 0.0292, 0.0469, 0.0831, -0.0356, -0.1054, -0.1655, -0.1478, 0.2285, -0.1590, 0.2422],
  "multiplicity": 1,
  "charge": 3,
  "homo_lumo_gap_ev": [5.27, 5.30],
  "molar_mass_g_mol": 988.19
}

***

# 2
{
  "formula": "H20O10",
  "method": "the ωB97M-V functional and the def2-TZVPD basis",
  "elements": ["H", "H", "H", "H", "H", "H", "H", "H", "H", "H", "H", "H", "H", "H", "H", "H", "H", "H", "H", "H", "O", "O", "O", "O", "O", "O", "O", "O", "O", "O"],
  "positions_angstrom": [[0.441, 1.254, 0.706], [0.948, 0.541, -0.527], [-3.341, -2.391, 0.454], [-3.704, -1.396, -0.665], [-0.213, -2.913, -2.359], [-1.179, -3.170, -3.499], [2.664, -0.813, 3.024], [2.988, -2.310, 3.008], [3.369, -1.039, -1.664], [1.874, -0.788, -1.915], [-4.387, 2.687, 0.465], [-3.158, 3.436, -0.021], [-2.020, -0.186, 0.393], [-1.422, -0.512, -1.082], [-2.237, -2.733, 3.455], [-2.308, -1.445, 2.653], [6.240, 0.491, -0.057], [5.209, 1.254, 0.731], [0.575, 3.473, 0.035], [-0.346, 4.004, -1.061], [0.116, 0.605, 0.085], [-3.564, -2.416, -0.472], [-0.333, -2.765, -3.249], [3.332, -1.491, 2.596], [2.767, -0.428, -1.949], [-4.059, 3.525, 0.111], [-1.821, 0.171, -0.562], [-1.974, -1.802, 3.450], [5.847, 1.431, -0.020], [-0.310, 3.490, -0.248]],
  "forces_ev_per_angstrom": [[0.0, 0.4, 0.5], [-2.0, 0.1, 1.6], [0.1, -0.3, 0.6], [0.5, -3.0, 0.3], [0.2, -0.7, 3.0], [0.4, 0.2, 0.3], [2.1, -1.8, -1.4], [0.5, 0.4, -0.4], [2.1, -2.6, 1.2], [0.4, -0.4, -0.1], [0.3, 0.3, -0.2], [2.9, -0.5, -0.3], [1.1, 0.8, -3.2], [0.3, -0.8, 0.0], [0.1, 0.3, 0.0], [-0.6, 0.6, -1.2], [-0.6, 2.2, -0.3], [0.8, 0.7, -1.2], [1.8, 0.2, 0.3], [0.2, -0.1, 0.1], [5.4, 0.0, -1.0], [-0.6, 3.2, -1.0], [-0.7, 0.5, -3.2], [-2.6, 1.4, 1.8], [-2.6, 3.0, -1.2], [-3.1, 0.2, 0.5], [-4.7, -0.7, 2.1], [0.5, -0.8, 1.3], [-0.3, -3.0, 1.5], [-2.0, 0.2, -0.5]],
  "lowdin_charge": [0.0219, 0.0873, -0.0117, 0.0907, -0.0230, 0.0547, 0.0932, 0.0329, -0.0125, 0.0294, 0.0408, -0.0297, 0.0919, 0.0157, 0.0466, -0.0153, 0.0711, 0.0487, 0.0030, 0.0521, -0.1099, -0.1016, -0.0257, -0.1255, -0.0066, -0.0273, -0.1144, -0.0318, -0.1193, -0.0259],
  "multiplicity": 1,
  "smiles": "O.O.O.O.O.O.O.O.O.O",
  "homo_lumo_gap_ev": 9.67,
  "molar_mass_g_mol": 180.15
}

***

# 3
{
  "formula": "C20H16BrFIrN4O4",
  "method": "the ωB97M-V functional and the def2-TZVPD basis",
  "elements": ["Ir", "Br", "C", "C", "C", "C", "C", "C", "C", "C", "C", "C", "H", "H", "H", "H", "H", "H", "C", "N", "C", "C", "N", "C", "H", "H", "H", "H", "H", "H", "F", "C", "C", "N", "C", "C", "O", "O", "C", "O", "N", "C", "O", "H", "H", "H", "H"],
  "positions_angstrom": [[-0.109, -0.322, -0.004], [-0.292, 1.997, 0.833], [-1.931, 1.722, 1.785], [-2.538, 2.756, 2.423], [-3.725, 2.477, 3.134], [-4.223, 1.207, 3.178], [-3.580, 0.135, 2.511], [-4.077, -1.190, 2.558], [-3.422, -2.192, 1.905], [-2.248, -1.931, 1.161], [-1.738, -0.663, 1.091], [-2.395, 0.395, 1.778], [-2.128, 3.756, 2.400], [-4.229, 3.282, 3.651], [-5.128, 0.998, 3.734], [-4.978, -1.391, 3.122], [-3.794, -3.207, 1.948], [-1.767, -2.759, 0.655], [-2.691, -1.106, -4.694], [-2.311, -0.404, -3.472], [-2.849, 0.768, -3.004], [-2.202, 1.063, -1.848], [-1.272, 0.076, -1.612], [-1.370, -0.795, -2.606], [-3.512, -0.567, -5.158], [-3.019, -2.115, -4.458], [-1.852, -1.139, -5.385], [-3.634, 1.283, -3.529], [-2.341, 1.897, -1.185], [-0.790, -1.698, -2.700], [3.065, -6.278, -2.758], [2.125, -5.942, -1.882], [2.370, -5.076, -0.899], [1.394, -4.733, 0.022], [1.628, -3.723, 1.026], [1.055, -2.389, 0.627], [1.200, -1.357, 1.333], [0.342, -2.275, -0.431], [0.112, -5.251, -0.040], [-0.755, -4.928, 0.746], [-0.092, -6.150, -1.059], [0.812, -6.572, -2.040], [0.502, -7.356, -2.897], [3.341, -4.618, -0.776], [2.689, -3.627, 1.249], [1.116, -4.004, 1.947], [-1.012, -6.567, -1.095]],
  "forces_ev_per_angstrom": [[0.1, 0.0, -0.1], [0.1, 0.0, 0.0], [0.0, -0.1, 0.0], [0.0, 0.0, 0.0], [0.0, 0.0, 0.0], [0.0, 0.0, 0.0], [0.0, 0.0, 0.0], [0.0, 0.0, 0.0], [0.0, 0.0, 0.0], [0.0, 0.1, 0.0], [0.0, -0.3, 0.0], [0.0, 0.1, 0.0], [0.0, 0.0, 0.0], [0.0, 0.0, 0.0], [0.0, 0.0, 0.0], [0.0, 0.0, 0.0], [0.0, 0.0, 0.0], [0.0, 0.0, 0.0], [0.0, 0.0, 0.0], [0.0, 0.0, 0.0], [0.0, 0.0, 0.0], [0.0, 0.0, 0.0], [-0.1, 0.0, 0.1], [0.0, 0.0, 0.0], [0.0, 0.0, 0.0], [0.0, 0.0, 0.0], [0.0, 0.0, 0.0], [0.0, 0.0, 0.0], [0.0, 0.0, 0.0], [0.0, 0.0, 0.0], [0.0, 0.0, 0.0], [0.0, 0.0, 0.0], [0.0, 0.0, 0.0], [0.0, 0.0, 0.1], [-0.1, 0.1, 0.0], [0.0, 0.1, 0.1], [-0.1, 0.0, 0.0], [0.0, 0.0, -0.1], [0.0, 0.0, 0.0], [0.0, 0.0, 0.0], [0.0, 0.0, 0.0], [0.0, 0.0, 0.0], [0.0, 0.0, 0.0], [0.0, 0.0, 0.0], [0.0, 0.0, -0.1], [0.0, 0.0, 0.0], [0.0, 0.0, 0.0]],
  "lowdin_charge": [1.1303, 0.9410, -0.5341, -0.0955, -0.0534, -0.0083, -0.1526, -0.0176, -0.0449, -0.0689, -0.2399, -0.2178, 0.1141, 0.1156, 0.1232, 0.1211, 0.1168, 0.0792, 0.0197, -0.1037, -0.0200, -0.1013, -0.1370, -0.1116, 0.0985, 0.1026, 0.1027, 0.1341, 0.0928, 0.1457, 0.1141, -0.1871, 0.0581, -0.0050, -0.0171, -0.5653, -0.0558, -0.1107, -0.4654, 0.0886, 0.2279, -0.3856, 0.1359, 0.1523, 0.1526, 0.1565, 0.1754],
  "multiplicity": 1,
  "charge": 1,
  "homo_lumo_gap_ev": 7.54,
  "molar_mass_g_mol": 667.49
}

***

# 4
{
  "formula": "C2H3ClSi",
  "method": "the ωB97M-V functional and the def2-TZVPD basis",
  "elements": ["C", "C", "Si", "Cl", "H", "H", "H"],
  "positions_angstrom": [[1.523, -1.487, -0.267], [2.158, -2.429, -0.585], [0.106, -0.262, -0.143], [3.131, -3.608, -1.188], [-1.230, -1.081, -0.227], [0.480, 0.605, -1.256], [0.440, 0.462, 1.207]],
  "forces_ev_per_angstrom": [[-2.8, 2.3, 0.8], [2.0, -2.2, -1.1], [1.1, -0.9, 1.4], [0.0, -0.1, 0.2], [1.2, 1.1, 0.1], [-0.6, 0.4, -0.2], [-0.9, -0.5, -1.2]],
  "lowdin_charge": [-0.3368, -0.7360, 0.5899, 0.6898, -0.0524, -0.0917, -0.0628],
  "multiplicity": 1,
  "smiles": "[SiH3]C#CCl",
  "homo_lumo_gap_ev": 10.71,
  "molar_mass_g_mol": 90.58
}

***

# 5
{
  "formula": "CH2INO4",
  "method": "the ωB97M-V functional and the def2-TZVPD basis",
  "elements": ["C", "N", "O", "O", "O", "O", "I", "H", "H"],
  "positions_angstrom": [[0.781, 1.260, 0.128], [-1.414, -1.433, -0.299], [-2.284, -0.667, -0.074], [-1.291, -2.544, -0.579], [-0.017, 0.304, 0.800], [-0.032, -0.982, 0.163], [2.871, 0.468, -0.116], [0.421, 1.426, -0.866], [0.964, 2.168, 0.842]],
  "forces_ev_per_angstrom": [[1.4, -0.4, 1.4], [1.0, 2.5, 2.7], [-0.4, -0.2, -0.8], [-0.5, -2.0, -1.4], [-0.3, -0.1, 0.2], [0.6, 1.1, -0.2], [-0.8, 0.4, 0.0], [-0.1, 0.5, -0.4], [-0.9, -1.9, -1.5]],
  "lowdin_charge": [-0.5294, -0.3794, 0.1688, 0.1938, -0.2017, -0.0563, 0.6608, 0.0408, 0.1025],
  "multiplicity": 1,
  "smiles": "O=[N+]([O-])OOCI",
  "homo_lumo_gap_ev": 9.60,
  "molar_mass_g_mol": 218.93
}